Record 1
Entry from the Open Molecules 2025 dataset: one molecule with the formula C27H38N4O5 at a distorted geometry (wB97M-V/def2-TZVPD).

## Properties
energy above the lowest of the compared OMol25 structures with the same formula, charge and spin	3.9	kcal/mol
SMILES	COc1cccc([C@@H](C(=O)NC2CCCC2)N(CCC(C)C)C(=O)CCC(=O)Nc2cc(C)on2)c1
gap between HOMO and LUMO	9.09	eV

```
! wB97M-V def2-TZVPD RIJCOSX def2/J DEFGRID3
* xyz 0 1
C 3.007 4.810 0.260
O 3.225 4.494 -1.094
C 3.088 3.203 -1.497
C 3.280 2.968 -2.859
C 3.179 1.686 -3.356
C 2.879 0.628 -2.517
C 2.662 0.853 -1.165
C 2.383 -0.323 -0.252
C 1.860 0.052 1.152
O 2.457 -0.314 2.148
N 0.721 0.750 1.166
C 0.087 1.177 2.396
C 0.415 2.646 2.715
C -0.728 3.423 2.074
C -1.942 2.570 2.429
C -1.446 1.128 2.267
N 1.513 -1.313 -0.897
C 1.845 -2.702 -0.642
C 1.267 -3.176 0.696
C 1.469 -4.674 0.943
C 2.949 -5.025 1.080
C 0.719 -5.084 2.209
C 0.395 -0.905 -1.524
O 0.034 0.270 -1.501
C -0.376 -1.951 -2.317
C -1.419 -1.333 -3.258
C -2.751 -1.066 -2.573
O -3.732 -1.752 -2.754
N -2.711 0.016 -1.748
C -3.770 0.519 -1.034
C -5.128 0.100 -1.030
C -5.725 0.958 -0.155
C -7.125 1.086 0.315
O -4.808 1.816 0.327
N -3.596 1.538 -0.223
C 2.783 2.139 -0.655
H 3.712 4.286 0.915
H 1.982 4.579 0.565
H 3.173 5.883 0.342
H 3.512 3.804 -3.498
H 3.338 1.507 -4.409
H 2.809 -0.373 -2.917
H 3.340 -0.828 -0.071
H 0.311 1.030 0.282
H 0.470 0.513 3.176
H 0.402 2.793 3.796
H 1.401 2.928 2.348
H -0.604 3.458 0.991
H -0.807 4.443 2.449
H -2.231 2.757 3.464
H -2.794 2.771 1.785
H -1.719 0.758 1.278
H -1.888 0.464 3.008
H 2.933 -2.789 -0.629
H 1.470 -3.334 -1.447
H 1.730 -2.613 1.508
H 0.196 -2.955 0.708
H 1.052 -5.231 0.095
H 3.482 -4.870 0.145
H 3.062 -6.070 1.360
H 3.411 -4.412 1.850
H 0.834 -6.149 2.393
H -0.343 -4.865 2.117
H 1.108 -4.542 3.067
H -0.861 -2.648 -1.630
H 0.336 -2.514 -2.925
H -1.029 -0.401 -3.670
H -1.616 -2.030 -4.074
H -1.808 0.477 -1.620
H -5.552 -0.703 -1.591
H -7.166 0.997 1.400
H -7.523 2.063 0.044
H -7.736 0.310 -0.135
H 2.650 2.298 0.402
*
```


Record 2
Entry from the Open Molecules 2025 dataset: C27H38N4O7PtSi3 as an isolated structure (wB97M-V/def2-TZVPD).

## Properties
energy above the lowest of the compared OMol25 structures with the same formula, charge and spin	16.5	kcal/mol
gap between HOMO and LUMO	7.73	eV

```
! wB97M-V def2-TZVPD RIJCOSX def2/J DEFGRID3
* xyz 0 1
Pt 0.409 0.317 -0.753
C 2.328 1.454 1.754
Si 0.844 2.524 1.239
C 1.480 3.832 0.023
C 0.451 3.558 2.769
C -0.626 1.506 0.614
Si -1.507 0.614 2.035
C -0.274 -0.243 3.159
C -2.803 -0.663 1.554
C -2.510 1.866 3.029
Si -1.772 2.526 -0.429
C -2.192 4.255 0.167
C -3.364 1.685 -0.943
C -0.780 2.666 -2.048
C -1.045 3.526 -3.106
C -0.369 3.394 -4.306
C 0.552 2.368 -4.439
C 0.800 1.551 -3.355
N 0.178 1.721 -2.183
H 3.260 1.898 1.389
H 2.280 0.427 1.390
H 2.410 1.414 2.841
H 2.533 4.019 0.251
H 0.957 4.776 0.189
H 1.414 3.599 -1.037
H 1.329 4.171 2.992
H 0.245 2.950 3.650
H -0.392 4.234 2.613
H 0.328 -0.950 2.586
H -0.808 -0.806 3.929
H 0.400 0.450 3.663
H -2.376 -1.494 1.008
H -3.621 -0.246 0.970
H -3.231 -1.053 2.483
H -1.921 2.637 3.518
H -3.060 1.323 3.802
H -3.256 2.358 2.400
H -2.647 4.230 1.158
H -2.911 4.721 -0.511
H -1.312 4.896 0.219
H -4.064 1.602 -0.111
H -3.169 0.685 -1.334
H -3.851 2.269 -1.728
H -1.804 4.288 -2.983
H -0.573 4.062 -5.132
H 1.081 2.193 -5.365
H 1.500 0.731 -3.406
O 3.096 1.879 -1.836
C 4.116 0.981 -2.162
C 3.961 -0.422 -1.607
C 5.139 -1.155 -1.484
C 5.110 -2.423 -0.946
C 3.887 -2.914 -0.525
C 2.765 -2.128 -0.690
N 2.765 -0.903 -1.238
H 2.983 1.904 -0.877
H 5.085 1.357 -1.817
H 4.167 0.941 -3.254
H 6.073 -0.704 -1.794
H 6.017 -3.003 -0.836
H 3.790 -3.891 -0.072
H 1.811 -2.495 -0.365
O -0.368 -2.079 -1.890
C -0.444 -2.266 -0.682
O 0.008 -1.475 0.235
C -1.056 -3.543 -0.161
C -1.709 -4.384 -1.051
C -2.282 -5.547 -0.572
C -2.221 -5.914 0.758
C -1.554 -5.060 1.613
C -0.973 -3.880 1.184
N -1.463 -5.422 3.040
O -2.035 -6.429 3.399
O -0.819 -4.689 3.761
N -2.986 -6.439 -1.513
O -3.037 -6.096 -2.675
O -3.461 -7.462 -1.064
H -1.764 -4.124 -2.098
H -2.674 -6.827 1.113
H -0.470 -3.230 1.885
*
```


Record 3
Entry from the Open Molecules 2025 dataset: a 9-piece molecular cluster, C27H38N6O9 overall at a distorted geometry (wB97M-V/def2-TZVPD).

## Properties
SMILES	C[C@H]1COC(=O)O1.C[C@H]1COC(=O)O1.C[C@H]1COC(=O)O1.c1ccncc1.CC#N.CC#N.CC#N.CC#N.CC#N
gap between HOMO and LUMO	9.93	eV

```
! wB97M-V def2-TZVPD RIJCOSX def2/J DEFGRID3
* xyz 0 1
C 1.208 -4.572 -1.015
C 0.900 -5.404 0.282
C 2.098 -6.193 0.901
O 1.967 -5.942 2.297
C 1.206 -4.887 2.437
O 0.949 -4.267 3.499
O 0.769 -4.460 1.261
H 1.485 -5.160 -1.890
H 2.081 -3.935 -0.872
H 0.418 -3.855 -1.239
H -0.067 -5.904 0.321
H 3.107 -5.885 0.626
H 1.994 -7.264 0.729
C 1.866 -0.990 -1.728
C 0.445 -0.676 -1.222
C 0.253 0.675 -0.579
O -0.421 1.382 -1.573
C -0.917 0.555 -2.500
O -1.614 0.929 -3.392
O -0.448 -0.662 -2.351
H 2.091 -0.287 -2.530
H 2.003 -2.016 -2.069
H 2.607 -0.773 -0.958
H 0.051 -1.418 -0.528
H 1.227 1.028 -0.241
H -0.401 0.595 0.289
C 1.190 -1.028 6.305
C 0.616 -0.784 4.904
C -0.366 0.341 4.627
O 0.117 1.017 3.551
C 1.280 0.569 3.239
O 1.916 0.914 2.290
O 1.644 -0.333 4.077
H 0.340 -1.404 6.875
H 1.591 -0.140 6.793
H 1.973 -1.786 6.268
H 0.220 -1.740 4.562
H -0.503 0.928 5.536
H -1.341 -0.103 4.424
C -0.720 6.420 1.597
C -0.455 5.058 1.517
C -0.140 4.450 0.236
N -0.031 5.157 -0.866
C -0.110 6.551 -0.746
C -0.458 7.197 0.438
H -0.811 6.924 2.548
H -0.423 4.374 2.352
H 0.078 3.392 0.215
H 0.048 7.166 -1.619
H -0.581 8.269 0.482
C -2.219 -3.421 2.884
C -1.615 -2.215 2.287
N -1.130 -1.314 1.789
H -3.231 -3.581 2.512
H -2.297 -3.260 3.959
H -1.569 -4.275 2.696
C -2.634 1.956 1.828
C -3.809 1.259 1.292
N -4.742 0.700 0.888
H -2.088 1.184 2.369
H -2.960 2.790 2.449
H -2.118 2.392 0.972
C -5.137 0.242 -3.987
C -4.924 0.147 -5.429
N -4.774 0.138 -6.585
H -5.120 -0.717 -3.469
H -6.124 0.693 -3.892
H -4.431 0.844 -3.415
C 0.140 3.561 -4.077
C 0.976 2.377 -4.353
N 1.641 1.439 -4.576
H 0.174 4.002 -3.081
H -0.917 3.317 -4.188
H 0.344 4.373 -4.775
C 4.292 -0.705 -5.032
C 5.581 -0.911 -5.680
N 6.596 -1.115 -6.210
H 4.320 0.384 -5.016
H 4.304 -1.152 -4.037
H 3.539 -1.153 -5.680
*
```


Record 4
Entry from the Open Molecules 2025 dataset: one molecule with the formula C27H38O3 (wB97M-V/def2-TZVPD).

## Properties
energy above the lowest of the compared OMol25 structures with the same formula, charge and spin	0.0	kcal/mol
SMILES	C#C[C@]1(OC(=O)CCCCCC)CC[C@H]2[C@@H]3CCC4=CC(=O)CC[C@@H]4[C@H]3CC[C@@]21C
gap between HOMO and LUMO	9.85	eV

```
! wB97M-V def2-TZVPD RIJCOSX def2/J DEFGRID3
* xyz 0 1
C 1.924 0.294 2.582
C 1.693 0.756 1.502
C 1.499 1.309 0.170
O 2.662 1.020 -0.624
C 3.841 1.501 -0.224
O 3.998 2.251 0.702
C 4.950 0.963 -1.102
C 5.056 -0.559 -0.962
C 5.378 -0.968 0.474
C 5.356 -2.481 0.691
C 6.388 -3.267 -0.121
C 7.827 -2.889 0.209
C 1.182 2.825 0.267
C -0.349 2.955 0.167
C -0.850 1.510 0.217
C -2.248 1.198 -0.306
C -3.311 2.009 0.428
C -4.693 1.676 -0.125
C -4.976 0.207 -0.069
C -6.135 -0.250 0.419
C -6.563 -1.645 0.344
O -7.555 -2.067 0.899
C -5.691 -2.498 -0.550
C -4.222 -2.166 -0.321
C -3.912 -0.697 -0.631
C -2.515 -0.302 -0.098
C -1.418 -1.160 -0.744
C -0.007 -0.770 -0.291
C 0.240 0.719 -0.520
C 0.329 1.017 -2.019
H 2.101 -0.095 3.540
H 4.729 1.222 -2.139
H 5.882 1.442 -0.802
H 5.834 -0.916 -1.638
H 4.108 -1.010 -1.263
H 6.353 -0.566 0.756
H 4.638 -0.518 1.142
H 4.359 -2.855 0.442
H 5.525 -2.679 1.752
H 6.245 -4.330 0.091
H 6.208 -3.123 -1.188
H 8.008 -2.980 1.278
H 8.042 -1.867 -0.090
H 8.518 -3.546 -0.313
H 1.568 3.226 1.202
H 1.687 3.346 -0.546
H -0.749 3.548 0.988
H -0.644 3.432 -0.768
H -0.815 1.189 1.266
H -2.307 1.438 -1.372
H -3.120 3.077 0.310
H -3.277 1.777 1.495
H -5.464 2.227 0.415
H -4.734 1.988 -1.174
H -6.850 0.431 0.859
H -5.891 -3.553 -0.357
H -5.967 -2.283 -1.586
H -3.610 -2.817 -0.946
H -3.974 -2.369 0.725
H -3.909 -0.557 -1.721
H -2.504 -0.492 0.982
H -1.572 -2.206 -0.479
H -1.494 -1.083 -1.830
H 0.728 -1.367 -0.834
H 0.102 -0.993 0.772
H 0.531 2.067 -2.205
H 1.141 0.437 -2.450
H -0.590 0.750 -2.531
*
```